Here is C5H11NO in the gas phase from the Open Molecules 2025 dataset. Energies are from ωB97M-V/def2-TZVPD.

```
! RIJCOSX wB97M-V def2-TZVPD def2/J DEFGRID3
* xyz 0 1
C 2.815 0.005 -0.163
N 1.427 0.049 -0.572
C 0.446 0.454 0.286
O 0.691 0.936 1.380
C -0.973 0.199 -0.229
C -1.275 -1.312 -0.186
C -1.997 1.000 0.571
H 3.330 0.961 -0.306
H 3.338 -0.765 -0.735
H 2.868 -0.244 0.900
H 1.163 -0.319 -1.472
H -1.003 0.520 -1.279
H -1.455 -1.636 0.846
H -0.449 -1.908 -0.588
H -2.166 -1.545 -0.779
H -3.014 0.735 0.260
H -1.886 0.795 1.641
H -1.861 2.076 0.427
*
```

Properties
* structure (SMILES): CNC(=O)C(C)C
* HOMO-LUMO gap: 10.474 eV
* relative energy (zero: lowest compared OMol25 entry of this formula, charge and spin): 2.9 kcal/mol
* E_HOMO: -9.60 eV



Here is 2 unconnected molecules or ions with the total composition C5H11NO from the Open Molecules 2025 dataset. Energies are from ωB97M-V/def2-TZVPD.

```
! RIJCOSX wB97M-V def2-TZVPD def2/J DEFGRID3
* xyz 0 1
C 0.201 -1.187 -1.908
C -0.414 -0.546 -0.698
C 0.247 0.101 0.275
C 1.752 0.197 0.365
N -0.437 1.025 1.101
C -1.196 0.687 2.050
O -1.402 -0.549 2.533
H 1.292 -1.233 -1.851
H -0.183 -2.198 -2.078
H -0.052 -0.600 -2.805
H -1.034 1.740 -1.348
H -1.502 -0.478 -0.703
H -0.858 -1.150 1.995
H 2.227 -0.788 0.402
H 2.152 0.733 -0.504
H 2.038 0.755 1.259
H -1.054 2.056 -0.671
H -1.778 1.435 2.586
*
```

Properties
* structure (SMILES): C/C=C(C)/N=C\O.[H][H]
* HOMO-LUMO gap: 9.481 eV
* relative energy (zero: lowest compared OMol25 entry of this formula, charge and spin): 58.9 kcal/mol
* E_HOMO: -8.59 eV



Here is C5H11NO in the gas phase at a distorted geometry from the Open Molecules 2025 dataset. Energies are from ωB97M-V/def2-TZVPD.

```
! RIJCOSX wB97M-V def2-TZVPD def2/J DEFGRID3
* xyz 0 1
C 0.642 1.801 -0.653
O 0.159 2.567 -1.768
C 0.541 0.349 -0.963
C -0.843 -0.259 -0.717
C -0.866 -0.899 0.676
C 0.444 -2.389 1.912
N 0.132 -1.950 0.777
H 0.031 2.041 0.230
H 1.613 2.229 -0.462
H -0.014 3.497 -1.592
H 1.309 -0.217 -0.428
H 0.879 0.142 -1.984
H -1.217 -0.952 -1.464
H -1.487 0.623 -0.688
H -1.848 -1.349 0.871
H -0.809 -0.086 1.410
H 1.307 -3.052 1.962
H 0.026 -2.096 2.880
*
```

Properties
* structure (SMILES): C=NCCCCO
* HOMO-LUMO gap: 10.704 eV
* relative energy (zero: lowest compared OMol25 entry of this formula, charge and spin): 50.0 kcal/mol
* E_HOMO: -9.70 eV



Here is C5H11NO in the gas phase from the Open Molecules 2025 dataset. Energies are from ωB97M-V/def2-TZVPD.

```
! RIJCOSX wB97M-V def2-TZVPD def2/J DEFGRID3
* xyz 0 1
C 2.854 0.627 0.002
O 1.516 0.989 -0.236
C 0.664 -0.109 -0.371
C -0.205 -0.535 0.834
N -1.320 -0.708 -0.106
C -2.648 -0.360 0.336
C -0.667 0.188 -1.066
H 3.417 1.550 0.159
H 3.279 0.090 -0.860
H 2.959 -0.007 0.894
H 1.181 -0.966 -0.824
H 0.060 -1.427 1.413
H -0.340 0.326 1.511
H -2.708 0.666 0.746
H -2.979 -1.062 1.110
H -3.344 -0.435 -0.507
H -0.929 1.249 -0.912
H -0.788 -0.076 -2.123
*
```

Properties
* structure (SMILES): COC1CN(C)C1
* HOMO-LUMO gap: 9.836 eV
* relative energy (zero: lowest compared OMol25 entry of this formula, charge and spin): 54.7 kcal/mol
* E_HOMO: -8.73 eV



Here is C5H11NO in the gas phase at a distorted geometry from the Open Molecules 2025 dataset. Energies are from ωB97M-V/def2-TZVPD.

```
! RIJCOSX wB97M-V def2-TZVPD def2/J DEFGRID3
* xyz 0 1
C 1.534 -1.001 2.143
C 1.364 -0.402 0.779
N 0.103 -0.425 0.285
C -1.817 1.000 -0.283
C -0.439 0.558 -0.778
C -0.424 -0.036 -2.180
O 2.299 0.190 0.316
H 0.641 -1.414 2.784
H 2.304 -1.769 2.159
H 1.984 -0.082 2.774
H -0.540 -0.772 0.969
H -2.192 1.792 -0.985
H -2.448 0.175 -0.429
H -1.685 1.472 0.692
H 0.399 1.376 -0.779
H -1.390 0.024 -2.544
H 0.014 -1.088 -2.126
H 0.292 0.400 -2.796
*
```

Properties
* structure (SMILES): CC(=O)NC(C)C
* HOMO-LUMO gap: 10.517 eV
* relative energy (zero: lowest compared OMol25 entry of this formula, charge and spin): 28.7 kcal/mol
* E_HOMO: -9.64 eV



Here is a molecular structure, C5H11NO from the Open Molecules 2025 dataset. Energies are from ωB97M-V/def2-TZVPD.

```
! RIJCOSX wB97M-V def2-TZVPD def2/J DEFGRID3
* xyz 0 1
C 0.359 1.822 -2.313
N 0.147 1.296 -0.976
C -0.664 0.322 -0.716
O -1.565 -0.378 -1.038
C 0.219 -0.301 0.985
C -0.941 -0.425 1.959
C 0.729 -1.662 0.516
H 1.391 1.567 -2.577
H 0.257 2.911 -2.316
H -0.316 1.386 -3.056
H 0.490 0.728 0.202
H 1.056 0.200 1.516
H -1.799 -0.877 1.449
H -1.247 0.544 2.363
H -0.675 -1.077 2.802
H 1.011 -2.290 1.371
H -0.058 -2.190 -0.033
H 1.606 -1.579 -0.136
*
```

Properties
* HOMO-LUMO gap: 10.052 eV
* relative energy (zero: lowest compared OMol25 entry of this formula, charge and spin): 90.4 kcal/mol
* E_HOMO: -9.11 eV



Here is 2 unconnected molecules or ions with the total composition C5H11NO at a distorted geometry from the Open Molecules 2025 dataset. Energies are from ωB97M-V/def2-TZVPD.

```
! RIJCOSX wB97M-V def2-TZVPD def2/J DEFGRID3
* xyz 0 1
C -1.865 0.565 -1.112
C -1.437 -0.686 0.560
N -0.104 -0.510 0.908
C 0.391 0.824 1.205
C 0.670 0.153 -0.096
C 2.020 -0.380 -0.512
O 2.876 -0.717 0.562
H -2.613 1.140 -0.598
H -2.281 -0.208 -1.750
H -1.418 1.298 -1.844
H -2.121 -0.491 1.406
H -1.624 -1.661 0.100
H -0.313 1.656 1.184
H 1.121 0.845 2.013
H -0.171 0.446 -0.827
H 1.881 -1.243 -1.181
H 2.543 0.395 -1.078
H 2.445 -1.425 1.060
*
```

Properties
* HOMO-LUMO gap: 9.619 eV
* relative energy (zero: lowest compared OMol25 entry of this formula, charge and spin): 119.7 kcal/mol
* E_HOMO: -8.71 eV



Here is C5H11NO in the gas phase from the Open Molecules 2025 dataset. Energies are from ωB97M-V/def2-TZVPD.

```
! RIJCOSX wB97M-V def2-TZVPD def2/J DEFGRID3
* xyz 0 1
C -1.999 -0.889 -0.682
C -1.477 -0.021 0.453
N -0.037 -0.204 0.605
C 0.664 0.716 1.477
C 0.828 0.796 0.002
C 2.051 0.227 -0.714
O 1.768 -1.025 -1.287
H -3.077 -0.752 -0.817
H -1.810 -1.945 -0.463
H -1.495 -0.644 -1.623
H -1.728 1.040 0.274
H -1.951 -0.309 1.399
H 0.087 1.497 1.972
H 1.448 0.268 2.085
H 0.321 1.630 -0.488
H 2.353 0.899 -1.524
H 2.896 0.164 -0.010
H 1.156 -1.447 -0.660
*
```

Properties
* structure (SMILES): CCN1C[C@H]1CO
* HOMO-LUMO gap: 10.771 eV
* relative energy (zero: lowest compared OMol25 entry of this formula, charge and spin): 47.1 kcal/mol
* E_HOMO: -9.62 eV



Here is C5H11NO in the gas phase at a distorted geometry from the Open Molecules 2025 dataset. Energies are from ωB97M-V/def2-TZVPD.

```
! RIJCOSX wB97M-V def2-TZVPD def2/J DEFGRID3
* xyz 0 1
C 1.325 -0.219 -1.904
C 1.396 -0.673 -0.455
N 0.504 0.142 0.351
C 0.082 -0.340 1.652
C -0.878 -0.234 0.525
C -1.941 0.816 0.470
O -1.416 2.115 0.614
H 1.970 -0.830 -2.542
H 1.633 0.828 -1.995
H 0.298 -0.300 -2.274
H 1.126 -1.738 -0.367
H 2.417 -0.560 -0.066
H 0.356 -1.364 1.912
H 0.106 0.366 2.481
H -1.344 -1.180 0.249
H -2.578 0.800 -0.421
H -2.613 0.337 1.240
H -0.444 2.034 0.531
*
```

Properties
* structure (SMILES): CCN1C[C@H]1CO
* HOMO-LUMO gap: 10.612 eV
* relative energy (zero: lowest compared OMol25 entry of this formula, charge and spin): 55.9 kcal/mol
* E_HOMO: -9.51 eV



Here is C5H11NO in the gas phase at a distorted geometry from the Open Molecules 2025 dataset. Energies are from ωB97M-V/def2-TZVPD.

```
! RIJCOSX wB97M-V def2-TZVPD def2/J DEFGRID3
* xyz 0 1
C -0.639 0.329 -1.024
C -0.862 -2.164 -0.650
C -0.767 -0.570 1.305
C 2.137 2.246 0.086
C -1.204 -0.736 -0.108
N 1.346 1.933 -1.012
O 0.358 1.032 -0.544
H -0.838 0.585 -1.979
H -0.620 -2.677 0.189
H -0.013 -2.143 -1.250
H -1.705 -2.663 -1.219
H 0.246 -0.778 1.366
H -1.519 -1.172 1.835
H -0.839 0.567 1.717
H 2.512 3.172 0.065
H 1.644 2.157 0.975
H 3.017 1.690 0.303
H -2.252 -0.807 -0.055
*
```

Properties
* HOMO-LUMO gap (spin up / spin down): 8.908 / 7.606 eV
* relative energy (zero: lowest compared OMol25 entry of this formula, charge and spin): 158.4 kcal/mol
* E_HOMO (spin up / spin down): -8.17 / -7.18 eV



Here is C5H11NO in the gas phase at a distorted geometry from the Open Molecules 2025 dataset. Energies are from ωB97M-V/def2-TZVPD.

```
! RIJCOSX wB97M-V def2-TZVPD def2/J DEFGRID3
* xyz 0 1
C 2.125 0.953 1.035
N 1.772 0.175 -0.185
C 0.388 -0.286 -0.218
C -0.661 0.704 -0.564
C -1.921 0.468 0.382
O -2.256 -0.605 0.717
C 0.205 -1.533 -1.146
H 2.891 1.663 1.013
H 2.299 0.328 1.905
H 1.242 1.606 1.500
H 2.171 0.498 -1.081
H 0.266 -0.719 0.767
H -0.369 1.730 -0.420
H -1.232 0.677 -1.649
H -2.757 1.396 0.476
H 0.990 -2.240 -0.815
H -0.810 -1.818 -0.868
H 0.132 -1.344 -2.197
*
```

Properties
* structure (SMILES): CN[C@H](C)CC=O
* HOMO-LUMO gap: 9.603 eV
* relative energy (zero: lowest compared OMol25 entry of this formula, charge and spin): 65.2 kcal/mol
* E_HOMO: -8.63 eV



Here is a gas-phase ion, C5H11NO (charge +1) at a distorted geometry from the Open Molecules 2025 dataset. Energies are from ωB97M-V/def2-TZVPD.

```
! RIJCOSX wB97M-V def2-TZVPD def2/J DEFGRID3
* xyz 1 2
C -0.057 -0.711 0.725
C -0.076 0.017 -0.638
C 1.310 0.465 -1.193
C -0.729 -0.997 -1.577
C 0.342 0.478 1.713
N -0.739 1.054 2.256
O 1.459 0.876 1.898
H -1.074 -1.016 0.964
H 0.649 -1.530 0.831
H -0.743 0.885 -0.696
H 1.954 -0.370 -1.455
H 1.037 1.044 -2.071
H 1.788 1.078 -0.432
H -1.696 -1.313 -1.190
H -0.123 -1.910 -1.570
H -0.948 -0.648 -2.586
H -0.671 1.901 2.819
H -1.684 0.699 2.201
*
```

Properties
* HOMO-LUMO gap (spin up / spin down): 12.330 / 6.758 eV
* relative energy (zero: lowest compared OMol25 entry of this formula, charge and spin): 31.0 kcal/mol
* E_HOMO (spin up / spin down): -15.93 / -15.92 eV



Here is a gas-phase ion, C5H11NO (charge +1) at a distorted geometry from the Open Molecules 2025 dataset. Energies are from ωB97M-V/def2-TZVPD.

```
! RIJCOSX wB97M-V def2-TZVPD def2/J DEFGRID3
* xyz 1 2
C -2.031 1.451 0.141
C -1.181 0.822 1.311
N -0.281 -0.189 0.722
C 1.079 0.232 -0.006
C 1.913 -0.848 -0.444
C 1.408 -1.711 -1.587
O -1.903 0.329 2.295
H -2.200 2.500 0.351
H -2.975 0.916 0.094
H -1.546 1.257 -0.811
H -0.028 -0.980 1.330
H 1.372 0.866 0.840
H -0.597 1.688 1.692
H 0.722 0.928 -0.767
H 2.426 -1.461 0.295
H 0.471 -1.221 -1.851
H 2.036 -1.874 -2.465
H 1.315 -2.705 -1.141
*
```

Properties
* HOMO-LUMO gap (spin up / spin down): 7.279 / 5.905 eV
* relative energy (zero: lowest compared OMol25 entry of this formula, charge and spin): 125.2 kcal/mol
* E_HOMO (spin up / spin down): -14.44 / -13.84 eV



Here is 2 unconnected molecules or ions with the total composition C5H11NO at a distorted geometry from the Open Molecules 2025 dataset. Energies are from ωB97M-V/def2-TZVPD.

```
! RIJCOSX wB97M-V def2-TZVPD def2/J DEFGRID3
* xyz 1 2
N 0.629 -2.996 -0.683
C 0.600 -1.864 -0.002
C 0.664 -0.617 -0.627
C 0.621 0.532 0.160
C 0.452 1.818 -0.282
C 0.425 2.987 0.633
H 0.620 -3.870 -0.174
H 0.200 -3.069 -1.600
H 0.582 -1.969 1.079
H 0.806 -0.545 -1.695
H 0.709 0.364 1.232
H 0.183 2.054 -1.305
H -0.571 3.148 1.070
H 1.136 2.931 1.452
H 0.692 3.886 0.084
H -1.784 0.595 0.739
H -2.378 -0.657 0.172
O -2.631 0.144 0.640
*
```

Properties
* HOMO-LUMO gap (spin up / spin down): 9.069 / 7.975 eV
* relative energy (zero: lowest compared OMol25 entry of this formula, charge and spin): 14.6 kcal/mol
* E_HOMO (spin up / spin down): -13.38 / -14.83 eV



| no. | E_tot (eV) |
| --- | --- |
| 1 | -8901.572 |
| 2 | -8899.143 |
| 3 | -8899.531 |
| 4 | -8899.325 |
| 5 | -8900.455 |
| 6 | -8897.778 |
| 7 | -8896.505 |
| 8 | -8899.655 |
| 9 | -8899.273 |
| 10 | -8894.828 |
| 11 | -8898.870 |
| 12 | -8891.994 |
| 13 | -8887.907 |
| 14 | -8892.703 |